[1]
ORCA calculation (the ωB97M-V functional and the def2-TZVPD basis) on an isolated molecule of C4H8O3.

Output
- HOMO level (eV) = -9.217
- energy above the lowest of the compared OMol25 structures with the same formula, charge and spin (kcal per mole) = 92.2
- HOMO-LUMO gap (eV) = 9.8

The geometry in XYZ format:
```
15
C4H8O3 the ωB97M-V functional and the def2-TZVPD basis
O -2.879 -0.226 -0.340
C -1.873 -1.193 -0.213
C -0.451 -0.768 -0.395
C 1.729 0.442 0.677
O 2.401 -0.585 0.003
C 0.805 1.231 -0.232
O -0.458 0.538 -0.424
H -2.423 0.628 -0.399
H -1.801 -1.578 0.830
H -2.104 -2.069 -0.831
H 2.479 1.119 1.098
H 1.124 0.059 1.516
H 1.686 -1.183 -0.289
H 1.263 1.401 -1.209
H 0.504 2.184 0.209
```

Mulliken atomic charge list, values in e, 8 entries: -0.52 -0.16 -0.28 -0.48 -0.51 -0.24 -0.27 0.36

[2]
ORCA calculation (the ωB97M-V functional and the def2-TZVPD basis) on a structure of composition C4H8O3.

Output
- HOMO level (eV) = -8.353
- energy above the lowest of the compared OMol25 structures with the same formula, charge and spin (kcal per mole) = 89.5
- HOMO-LUMO gap (eV) = 9.2

The geometry in XYZ format:
```
15
C4H8O3 the ωB97M-V functional and the def2-TZVPD basis
C -1.790 0.838 -0.554
C -0.427 0.475 -0.764
O 0.216 1.491 0.558
C 0.004 -0.929 -0.447
O 1.430 -1.097 -0.355
C 1.974 -1.003 0.856
O 1.393 -0.726 1.879
H -2.259 1.497 -1.279
H -0.958 1.568 0.468
H -2.444 0.088 -0.108
H 0.134 0.944 -1.569
H 0.448 0.930 1.326
H -0.298 -1.568 -1.281
H -0.470 -1.287 0.472
H 3.048 -1.221 0.797
```

Mulliken atomic charge list, values in e, 8 entries: -1.21 0.39 -0.70 -0.61 -0.29 0.19 -0.55 0.31

[3]
ORCA calculation (the ωB97M-V functional and the def2-TZVPD basis) on an isolated molecule of C4H8O3.

Output
- HOMO level (eV) = -10.296
- SMILES = O=C(CO)CCO
- energy above the lowest of the compared OMol25 structures with the same formula, charge and spin (kcal per mole) = 32.7
- HOMO-LUMO gap (eV) = 11.0

The geometry in XYZ format:
```
15
C4H8O3 the ωB97M-V functional and the def2-TZVPD basis
O -0.257 0.277 -1.458
C 0.272 0.624 -0.414
C -0.124 1.962 0.149
O -0.790 2.671 -0.839
C 1.104 -0.324 0.386
C 0.274 -1.573 0.701
O -0.836 -1.258 1.520
H -0.777 1.620 0.979
H 0.685 2.540 0.617
H -0.934 1.974 -1.517
H 1.971 -0.584 -0.230
H 1.449 0.148 1.312
H -0.045 -2.045 -0.239
H 0.892 -2.281 1.258
H -1.566 -0.983 0.952
```

Mulliken atomic charge list, values in e, 8 entries: -0.66 0.61 -0.42 -0.55 -0.39 -0.51 -0.53 0.21

[4]
ORCA calculation (the ωB97M-V functional and the def2-TZVPD basis) on an isolated molecule of C4H8O3.

Output
- HOMO level (eV) = -10.072
- SMILES = C[C@@H](O)[C@@H](O)C=O
- energy above the lowest of the compared OMol25 structures with the same formula, charge and spin (kcal per mole) = 40.8
- HOMO-LUMO gap (eV) = 11.0

The geometry in XYZ format:
```
15
C4H8O3 the ωB97M-V functional and the def2-TZVPD basis
C -0.770 -1.291 -1.137
C -0.364 0.097 -0.664
O -1.395 0.509 0.271
C 0.962 0.135 0.117
O 1.747 1.255 -0.172
C 0.405 0.267 1.533
O 0.531 1.316 2.132
H -1.843 -1.272 -1.339
H -0.244 -1.611 -2.048
H -0.576 -2.042 -0.359
H -0.316 0.807 -1.491
H -1.319 1.446 0.513
H 1.563 -0.788 0.038
H 1.677 1.802 0.634
H -0.056 -0.629 1.972
```

Mulliken atomic charge list, values in e, 8 entries: -1.32 0.37 -0.61 -0.22 -0.58 0.20 -0.57 0.34

[5]
ORCA calculation (the ωB97M-V functional and the def2-TZVPD basis) on an isolated molecule of C4H8O3.

Output
- HOMO level (eV) = -10.466
- SMILES = CCOC(=O)CO
- energy above the lowest of the compared OMol25 structures with the same formula, charge and spin (kcal per mole) = 20.5
- HOMO-LUMO gap (eV) = 11.3

The geometry in XYZ format:
```
15
C4H8O3 the ωB97M-V functional and the def2-TZVPD basis
C 2.457 -0.850 0.313
C 1.160 -0.216 0.765
O 0.175 -0.326 -0.299
C -0.962 0.319 -0.040
O -1.153 0.942 0.985
C -2.073 0.282 -1.094
O -2.839 1.447 -0.937
H 2.328 -1.911 0.084
H 2.859 -0.344 -0.570
H 3.195 -0.762 1.119
H 1.290 0.843 1.006
H 0.756 -0.708 1.656
H -1.665 0.218 -2.110
H -2.755 -0.553 -0.896
H -2.770 1.618 0.018
```

Mulliken atomic charge list, values in e, 8 entries: -1.16 -0.20 -0.30 0.72 -0.61 -0.32 -0.53 0.31

[6]
ORCA calculation (the ωB97M-V functional and the def2-TZVPD basis) on an isolated molecule of C4H8O3.

Output
- HOMO level (eV) = -10.256
- SMILES = C[C@@H](O)[C@@H](O)C=O
- energy above the lowest of the compared OMol25 structures with the same formula, charge and spin (kcal per mole) = 32.0
- HOMO-LUMO gap (eV) = 11.0

The geometry in XYZ format:
```
15
C4H8O3 the ωB97M-V functional and the def2-TZVPD basis
C 1.271 -1.047 -0.515
C 0.628 0.326 -0.619
O -0.134 0.341 -1.797
C -0.284 0.695 0.587
O -1.216 1.663 0.179
C -1.021 -0.482 1.189
O -2.231 -0.505 1.234
H 1.989 -1.177 -1.329
H 1.795 -1.193 0.436
H 0.502 -1.820 -0.627
H 1.418 1.095 -0.659
H -0.727 1.105 -1.705
H 0.355 1.098 1.391
H -2.090 1.274 0.373
H -0.412 -1.294 1.624
```

Mulliken atomic charge list, values in e, 8 entries: -1.45 0.33 -0.56 0.01 -0.64 0.07 -0.53 0.34

[7]
ORCA calculation (the ωB97M-V functional and the def2-TZVPD basis) on a cluster of 2 separate species, C4H8O3 in total.

Output
- HOMO level (eV) = -9.810
- energy above the lowest of the compared OMol25 structures with the same formula, charge and spin (kcal per mole) = 82.9
- HOMO-LUMO gap (eV) = 9.3

The geometry in XYZ format:
```
15
C4H8O3 the ωB97M-V functional and the def2-TZVPD basis
C -1.841 -0.144 -0.724
C -0.302 -0.310 -0.289
C 0.320 1.033 0.173
C 1.877 0.716 0.349
H -2.549 -0.015 0.278
H -2.299 -1.052 -1.166
H -2.002 0.813 -1.386
H 0.331 -0.674 -1.088
H 0.274 -2.421 0.458
H 0.237 1.880 -0.510
H -0.107 1.241 1.237
H 1.307 -0.733 1.147
O -0.203 -1.253 0.930
O 2.198 -0.405 0.926
O 2.759 1.326 -0.334
```

Mulliken atomic charge list, values in e, 8 entries: -1.14 0.30 -0.64 0.49 0.26 0.33 0.30 0.37

[8]
ORCA calculation (the ωB97M-V functional and the def2-TZVPD basis) on a structure of composition C4H8O3.

Output
- HOMO level (eV) = -8.633
- energy above the lowest of the compared OMol25 structures with the same formula, charge and spin (kcal per mole) = 124.6
- HOMO-LUMO gap (eV) = 9.0

The geometry in XYZ format:
```
15
C4H8O3 the ωB97M-V functional and the def2-TZVPD basis
O 0.703 -2.321 0.241
C 0.058 -1.207 0.801
C -0.173 -0.084 -0.202
C -0.757 1.167 0.449
O -0.519 2.318 -0.340
C -0.487 -0.361 -1.626
O 1.108 0.198 -0.851
H 1.525 -1.998 -0.155
H -0.919 -1.552 1.159
H 0.613 -0.819 1.671
H -1.841 1.039 0.537
H -0.351 1.295 1.466
H 0.293 2.732 -0.029
H 0.961 1.016 -1.359
H -0.216 -1.423 -1.761
```

Mulliken atomic charge list, values in e, 8 entries: -0.52 -0.66 1.06 -1.01 -0.57 -0.47 -0.55 0.33

[9]
ORCA calculation (the ωB97M-V functional and the def2-TZVPD basis) on an isolated molecule of C4H8O3.

Output
- HOMO level (eV) = -10.394
- SMILES = COC(=O)CCO
- energy above the lowest of the compared OMol25 structures with the same formula, charge and spin (kcal per mole) = 20.6
- HOMO-LUMO gap (eV) = 11.3

The geometry in XYZ format:
```
15
C4H8O3 the ωB97M-V functional and the def2-TZVPD basis
C 1.197 -1.017 -2.370
O 0.839 -1.102 -0.989
C 0.382 0.041 -0.454
O 0.275 1.070 -1.082
C 0.028 -0.114 1.005
C -1.106 0.820 1.396
O -1.284 0.691 2.792
H 2.065 -0.365 -2.498
H 1.434 -2.035 -2.680
H 0.365 -0.618 -2.956
H -0.228 -1.153 1.228
H 0.913 0.134 1.605
H -0.847 1.845 1.102
H -2.019 0.539 0.847
H -2.014 1.263 3.054
```

Mulliken atomic charge list, values in e, 8 entries: -0.63 -0.31 0.57 -0.57 -0.39 -0.40 -0.51 0.28

What is the formula in the third record? C4H8O3

Among the records above, which one has the highest energy above the lowest of the compared OMol25 structures with the same formula, charge and spin? number 8

Look up the energy above the lowest of the compared OMol25 structures with the same formula, charge and spin of the second one. 89.5 kcal per mole

The lowest HOMO level belongs to which entry? number 5